Entry 1:
Formula: H31O16
Source: OMol25
Level of theory: ωB97M-V/def2-TZVPD

The geometry in ORCA input format:
```
! RIJCOSX wB97M-V def2-TZVPD def2/J DEFGRID3
* xyz -1 1
O 4.69135 1.04546 -0.48598
H 0.92237 2.23510 1.56770
H -2.43295 -1.71070 -0.60603
O 3.06998 2.25493 -4.15568
H 5.11571 1.51764 0.42923
H 3.79424 0.78963 -0.16535
O -0.00530 -1.82671 -3.26702
H 3.89511 1.90111 -3.76846
H -2.65129 -0.30080 -0.02194
O -2.24930 -0.81141 -0.77215
H -3.02701 0.14699 -2.06276
H 2.29882 1.69312 -4.30936
O -3.63579 0.70683 -2.60366
H -0.12744 1.62669 -5.83992
H -2.90787 -1.13334 2.22246
O 0.32240 -2.62695 1.28544
H 1.24048 -2.36019 1.63922
H -0.47436 -2.27674 1.72939
O -2.88624 2.28696 2.02755
H -2.90354 2.66443 2.90619
H -2.23048 1.63834 1.94464
O 2.39860 3.83117 -1.61044
H 2.15299 3.07908 -2.14925
H -0.63677 -1.35730 -2.80008
O -3.44611 -3.95862 0.80528
H -2.46157 -3.94280 0.71270
O 0.22271 2.26866 -5.61461
H -4.01312 1.36573 -2.00569
H 0.37925 2.99496 -5.19586
O 2.76146 -4.25790 3.15555
H 0.43303 -2.43692 -2.58687
H 2.03018 -3.92957 3.61960
O -2.55386 -1.53910 1.47097
H 1.82137 1.04035 2.09245
H -1.66043 -0.41975 1.38115
O 1.20169 2.49700 2.53198
H 0.56501 2.76262 3.11142
H -0.45975 0.17630 3.55636
O -0.74984 0.13112 1.08889
H -1.67386 -0.53407 3.62474
H -0.76490 0.42115 0.20026
O -0.91904 -0.28467 4.16502
H -3.71672 -3.02920 0.64779
H 3.29024 3.78626 -1.84744
O 1.86660 0.02804 1.79430
H 2.45513 -4.24223 2.26914
H 1.03375 -0.12443 1.18094
*
```

Values from the calculation:
relative energy (zero: lowest compared OMol25 entry of this formula, charge and spin) = 177.5 kcal/mol
HOMO = -6.70 eV
max |F| = 19.96 eV/A

Here are the Mulliken charges for atoms 1 to 8, given in e:
1 O -0.680
2 H 0.332
3 H 0.165
4 O -0.669
5 H 0.332
6 H 0.366
7 O -0.661
8 H 0.319

***

Entry 2:
Formula: H32N5O14S2Zn
Source: OMol25
Level of theory: ωB97M-V/def2-TZVPD

The geometry in ORCA input format:
```
! RIJCOSX wB97M-V def2-TZVPD def2/J DEFGRID3
* xyz 2 2
Zn 2.88649 -0.12305 0.92266
N 0.76641 -2.48568 -1.96434
H -0.05443 -2.05490 -1.56341
H 0.42862 -3.19788 -2.59582
H 1.33323 -2.86637 -1.22010
H 1.37055 -1.78913 -2.37657
N -1.11271 -0.88912 3.57211
H -1.18592 -0.45416 2.66351
H -0.96674 -0.20840 4.30383
H -0.29402 -1.47706 3.50759
H -1.93921 -1.37625 3.88787
N -2.64834 -0.24001 -2.54699
H -2.02272 -0.65066 -1.86870
H -2.26653 -0.65023 -3.38725
H -2.46280 0.75273 -2.55922
H -3.54898 -0.65483 -2.35497
N 1.12882 2.85770 -2.21438
H 1.11189 3.78184 -1.80721
H 0.69981 2.81307 -3.12765
H 0.70056 2.24555 -1.53470
H 2.06499 2.48292 -2.27116
N -3.71300 -0.17743 1.62491
H -3.85965 0.61976 2.22747
H -3.92310 -1.07266 2.04267
H -2.75314 -0.01393 1.35656
H -4.27532 -0.14544 0.78654
S 3.35373 0.06303 -2.38511
O 4.57952 -0.53243 -2.85739
O 2.24297 -0.73063 -2.92623
O 3.36352 0.06389 -0.93538
O 3.21217 1.42268 -2.89437
S -0.23177 0.02288 0.15424
O 1.03730 -0.55965 0.56782
O -0.11191 1.43309 -0.22228
O -0.80779 -0.74942 -0.90070
O -1.19172 -0.02303 1.24178
O 2.22976 1.87042 1.28315
H 2.43507 2.47914 1.99275
H 1.37223 2.15290 0.96522
O -0.48571 3.21262 1.52255
H -1.13205 2.86563 2.13743
H -0.40129 2.53277 0.85404
O -2.42026 2.22366 -1.17600
H -2.84476 2.61319 -0.41160
H -1.55450 1.96213 -0.86247
O -1.61574 -3.12399 0.06269
H -1.37418 -2.19819 0.09032
H -2.45426 -3.13955 -0.39870
O 3.49365 -2.12789 0.63738
H 4.24761 -2.66029 0.89101
H 2.88741 -2.74799 0.23218
O 2.48564 -0.43916 2.97844
H 2.33568 0.23402 3.64220
H 1.88493 -1.14626 3.21377
*
```

Values from the calculation:
HOMO (spin up / spin down) = -9.75 / -12.81 eV
max |F| = 5.99 eV/A

Here are the Mulliken charges for atoms 1 to 8, given in e:
1 Zn 0.401
2 N -0.110
3 H 0.136
4 H 0.430
5 H 0.191
6 H 0.315
7 N -0.482
8 H 0.077